Entry from the Open Molecules 2025 dataset: C17H31F5P2V as an isolated structure at a distorted geometry (ωB97M-V/def2-TZVPD).

XYZ file:
```
56
Properties=species:S:1:pos:R:3:forces:R:3
P -1.340 0.749 0.627 -4.8 1.3 -3.5
P -0.434 -1.939 0.899 -2.2 -3.2 -1.4
C -2.784 -0.785 0.830 0.0 0.1 0.9
C -2.079 -1.844 1.678 -0.2 -0.1 0.0
H -3.020 -1.177 -0.178 0.3 0.3 0.5
H -3.688 -0.358 1.283 0.1 -0.3 -0.1
H -1.866 -1.507 2.715 -0.6 -0.2 -0.7
H -2.536 -2.838 1.700 -0.3 0.2 0.1
C -0.343 -3.528 0.112 0.6 -1.5 -0.1
H 0.700 -3.807 -0.100 -0.3 0.3 0.0
H -0.887 -3.602 -0.846 -0.1 0.2 0.7
H -0.718 -4.253 0.855 0.0 0.0 -0.5
C 0.368 -1.385 3.396 -0.2 -0.2 0.2
H -0.011 -2.434 3.484 0.2 0.9 0.1
H -0.254 -0.704 4.024 0.2 -0.4 -0.2
H 1.400 -1.346 3.788 -0.7 -0.1 -0.3
C -1.993 0.979 -1.079 -0.2 -0.3 -0.3
H -2.213 2.036 -1.235 0.2 -0.1 -0.1
H -2.900 0.384 -1.216 0.2 0.4 -0.1
H -1.244 0.636 -1.796 -0.3 0.2 0.2
C -2.341 2.055 1.471 0.3 0.2 0.4
H -2.022 2.230 2.508 0.0 0.0 -0.3
H -3.395 1.749 1.485 0.4 0.1 -0.1
H -2.258 2.993 0.907 0.1 -0.2 0.2
V 0.380 -0.242 1.523 6.7 2.2 4.4
C -0.633 -1.972 -3.108 -1.1 0.3 -0.8
C -0.703 -0.872 -3.828 0.8 0.1 0.1
C 0.613 -0.140 -4.093 0.2 -0.1 0.7
C 0.921 0.860 -2.952 0.6 -0.3 -0.3
C 0.243 2.161 -3.179 0.0 1.2 0.0
C 0.128 3.121 -2.256 0.4 -0.4 -0.1
C 0.597 3.016 -0.821 -0.2 0.0 -0.5
C 0.321 1.810 0.114 0.8 0.3 1.6
C 1.559 1.178 2.638 0.0 -0.5 -0.3
H -1.278 -2.789 -2.787 0.2 0.4 0.0
H -1.587 -0.313 -4.219 0.3 -0.9 0.5
H 0.598 0.363 -5.069 0.0 0.0 0.3
H 1.433 -0.851 -4.108 0.0 -0.3 -0.1
H 0.713 0.451 -1.955 -0.3 -0.2 -0.4
H 2.019 1.000 -2.884 -0.3 0.2 -0.3
H -0.070 2.360 -4.218 0.1 0.0 0.6
H -0.192 4.127 -2.516 -0.3 -0.2 -0.2
H 0.265 3.937 -0.322 -0.1 -0.4 0.1
H 1.701 3.085 -0.791 -0.3 0.0 -0.2
H 1.119 0.996 -0.053 -0.7 1.0 0.2
H 0.523 2.332 1.075 0.1 -0.8 -0.6
H 2.201 0.653 3.340 -0.1 0.5 0.3
H 0.841 1.838 3.158 0.3 0.0 0.0
H 2.169 1.756 1.921 -0.1 -0.1 0.6
F 2.387 -1.507 -0.252 0.2 -0.3 1.0
C 2.147 -1.491 1.152 0.1 -0.3 -0.6
F 2.011 -2.872 1.529 0.3 1.2 -0.4
C 3.516 -1.136 1.785 0.6 -0.3 -0.4
F 3.988 0.020 1.247 -0.4 -0.6 0.9
F 3.502 -1.096 3.154 0.1 0.3 -1.5
F 4.426 -2.084 1.462 -0.1 0.3 0.2
```
Positions in Å, forces in eV/Å.

The spin multiplicity is 4. Its expectation value of S² is 3.88. Its energy above the lowest of the compared OMol25 structures with the same formula, charge and spin is 7.9201 eV.

natural (NBO) population analysis, charges in e, atoms 1 to 2: 1.058, 1.118

---

Entry from the Open Molecules 2025 dataset: C17H32Al2ClF14KLiMgN3O8PS as an isolated structure at a distorted geometry (ωB97M-V/def2-TZVPD).

XYZ file:
```
82
Properties=species:S:1:pos:R:3:forces:R:3
C 1.720 4.667 -1.995 -0.8 -0.1 -0.6
C 0.361 4.959 -2.673 -0.1 0.2 0.2
C -0.432 6.028 -1.945 0.8 0.3 -0.4
O -1.768 6.149 -2.541 -0.1 -0.4 -0.1
C -2.807 5.752 -1.832 1.1 0.0 -0.1
N -3.304 6.422 -0.814 -0.2 1.0 0.5
C -4.408 5.779 -0.348 -0.9 0.4 1.2
C -4.588 4.701 -1.081 0.3 -1.0 -0.9
N -3.555 4.673 -2.005 0.0 -0.7 -0.8
C -3.448 3.571 -2.989 -0.5 -0.5 0.1
N -3.433 2.270 -2.368 0.4 0.2 0.0
C -2.135 1.812 -1.942 0.3 -0.2 0.5
H 1.816 3.597 -1.843 0.2 -0.3 0.3
H 1.806 5.166 -1.041 0.2 0.1 0.2
H 2.524 4.924 -2.668 0.3 0.3 0.1
H 0.509 5.315 -3.686 0.0 -0.1 -0.3
H -0.261 4.075 -2.756 -0.1 -0.4 0.1
H 0.073 6.963 -2.156 -0.2 0.4 0.0
H -0.448 5.914 -0.873 -0.5 -0.3 0.4
H -2.928 7.277 -0.442 0.3 0.0 0.1
H -5.055 6.069 0.452 0.2 0.5 0.4
H -5.326 3.928 -1.040 -0.3 -0.1 0.0
H -2.586 3.697 -3.629 0.3 0.2 0.1
H -4.326 3.609 -3.623 -0.2 0.3 -0.1
H -4.015 2.241 -1.542 -0.5 -0.1 -0.2
H -1.624 2.591 -1.347 0.4 0.1 0.0
H -2.268 0.966 -1.271 -0.1 -0.2 0.0
H -1.543 1.458 -2.796 0.0 0.1 -0.2
O -0.170 0.102 1.018 -3.7 2.8 -1.1
C -0.918 -0.868 1.157 -1.4 -0.6 1.1
O -2.086 -0.839 0.598 -0.1 0.7 -0.8
C -3.040 -1.922 0.476 -0.4 -0.4 1.0
C -3.937 -2.014 1.686 0.3 0.3 0.3
C -0.537 -2.060 2.046 -0.7 -0.3 -0.2
H -2.538 -2.868 0.255 0.3 0.1 0.1
H -3.640 -1.670 -0.407 0.4 0.6 0.6
H -3.366 -2.251 2.585 0.0 -0.2 -0.1
H -4.691 -2.786 1.542 0.0 0.0 -0.1
H -4.441 -1.065 1.863 -0.2 -0.1 -0.1
H -0.809 -1.835 3.077 -0.2 0.0 0.0
H 0.541 -2.230 1.988 -3.3 -2.5 2.2
H -0.998 -2.994 1.744 -0.2 0.0 0.1
F 2.206 -6.979 1.815 -0.1 0.1 0.1
Al 1.814 -5.470 1.177 0.3 -0.3 0.0
F 3.028 -4.347 1.522 -1.9 0.7 0.1
F 0.324 -4.925 1.913 1.2 0.0 -1.6
F 1.606 -5.594 -0.483 -0.2 0.0 0.0
Mg -3.997 -2.986 -1.912 -0.5 -0.7 -1.3
Cl -0.958 -4.701 3.679 -0.9 0.1 1.3
F -2.124 3.997 2.532 0.0 0.6 0.4
P -0.964 5.076 2.085 0.4 -0.4 1.5
F -1.565 4.490 0.601 1.1 0.3 -0.7
F 0.070 4.236 3.056 -1.0 -0.5 0.0
F -1.247 6.597 1.447 -0.6 -0.6 -0.9
F 0.510 5.223 1.294 -0.7 0.7 -0.8
F -1.395 5.906 3.432 0.7 -0.2 -0.1
Li 0.251 1.476 -1.417 -0.4 -0.2 0.5
C 8.300 -6.752 0.873 0.0 0.1 0.0
C 8.675 -5.468 1.626 0.0 0.0 0.0
C 7.709 -4.367 1.166 0.4 0.0 0.1
S 6.183 -5.203 0.683 -0.1 -0.2 0.3
O 5.999 -5.029 -0.732 0.0 0.1 -0.1
O 5.150 -4.904 1.628 1.4 -0.2 -0.1
C 6.782 -6.869 0.974 0.4 -0.2 0.0
H 8.797 -7.626 1.294 0.0 0.0 0.0
H 8.599 -6.665 -0.174 0.0 0.0 0.0
H 8.563 -5.631 2.700 0.0 0.0 0.0
H 9.711 -5.181 1.445 0.0 0.0 0.0
H 7.488 -3.661 1.962 -0.2 0.0 -0.1
H 8.090 -3.837 0.296 -0.1 0.0 -0.1
H 6.351 -7.544 0.240 -0.1 0.1 0.0
H 6.473 -7.158 1.977 -0.1 0.0 0.0
F -8.490 0.836 0.270 0.2 0.0 0.0
Al -8.076 -0.784 0.570 -0.1 -0.1 -0.1
F -7.394 -1.459 -0.846 0.1 0.2 0.3
F -9.450 -1.656 1.011 0.1 0.0 0.0
F -6.924 -0.850 1.817 0.1 0.1 -0.2
C 2.639 -2.601 -1.925 0.2 0.1 0.7
O 2.463 -2.740 -3.141 0.0 0.1 0.1
O 1.689 -2.602 -1.058 -0.3 0.4 -0.2
O 3.765 -2.379 -1.381 -0.2 0.1 -0.3
K 1.430 -1.139 1.149 10.3 -0.2 -2.5
```
Positions in Å, forces in eV/Å.

The total energy comes out at -144870.2310 eV. The spin multiplicity is 1. As for the net charge: -1.

Mulliken population analysis, charges in e, atoms 1 to 2: -1.171, 0.228

---

Entry from the Open Molecules 2025 dataset: C17H32AlF6NO5P as an isolated structure at a distorted geometry (ωB97M-V/def2-TZVPD).

XYZ file:
```
63
Properties=species:S:1:pos:R:3:forces:R:3
Al -1.442 0.909 -0.126 -0.3 1.1 -1.7
C 2.677 0.543 1.469 -2.3 -0.1 -1.8
C 2.032 -0.407 2.512 2.7 2.4 2.0
C 2.066 0.300 3.873 -0.3 0.9 0.5
C 1.207 -0.313 4.938 -1.0 -0.8 0.1
C -0.209 -0.576 4.473 -1.4 -1.1 0.6
C -0.366 -1.391 3.162 -1.0 1.9 2.8
N 0.581 -0.695 2.213 1.3 -5.9 -4.8
O 0.417 -1.085 1.035 0.0 2.5 2.8
C -1.851 -1.363 2.709 1.1 -1.3 -0.8
C 0.089 -2.851 3.428 1.6 0.1 -1.4
C 3.006 -1.619 2.595 -1.1 -1.8 -0.3
H 3.458 1.235 1.770 0.0 -0.5 0.7
H 1.866 1.147 1.045 0.1 0.5 0.2
H 2.966 0.012 0.562 0.5 -0.3 0.3
H 1.745 1.332 3.711 0.3 0.2 0.1
H 3.049 0.254 4.340 0.4 0.5 -0.8
H 1.096 0.292 5.837 0.5 0.2 -0.1
H 1.682 -1.249 5.240 -0.2 -0.1 0.2
H -0.879 0.287 4.503 0.5 0.4 -0.5
H -0.724 -1.197 5.212 0.2 -0.1 0.2
H -2.360 -2.178 3.225 -0.1 0.5 0.8
H -1.933 -1.814 1.716 0.0 0.7 -0.4
H -2.349 -0.405 2.819 0.0 -0.1 0.0
H -0.717 -3.417 3.886 -0.1 0.1 -0.2
H 1.008 -3.000 3.997 -0.3 0.7 0.7
H 0.470 -3.259 2.488 -1.0 -0.5 -0.3
H 4.011 -1.430 2.223 -0.3 0.7 -0.3
H 2.594 -2.420 1.976 0.3 -0.2 -0.1
H 3.179 -2.037 3.586 -0.5 0.2 0.2
P -3.393 3.163 -3.033 -1.3 1.0 0.5
F -4.465 3.346 -1.777 0.0 0.1 -0.9
F -4.603 3.208 -4.099 0.7 -0.4 0.6
F -3.176 4.757 -3.142 0.0 -0.5 -0.2
F -2.313 2.876 -4.235 -0.2 0.4 1.2
F -2.265 3.207 -1.801 1.2 -0.7 0.0
F -3.465 1.574 -2.770 -0.2 -0.6 -0.3
C 1.880 4.078 -2.305 1.4 -2.2 0.2
C 2.542 3.975 -0.910 -0.5 2.3 -0.1
C 1.333 3.920 0.025 1.1 -2.0 -1.9
O 0.477 2.968 -0.719 0.0 -1.1 1.3
C 0.572 3.285 -2.135 -1.3 2.8 0.1
H 2.423 3.325 -2.881 0.6 1.0 -0.7
H 1.897 5.068 -2.748 -0.5 -0.1 -0.1
H 3.078 4.830 -0.484 0.3 0.4 -1.0
H 3.297 3.190 -0.921 -0.6 -0.6 0.7
H 0.790 4.854 0.140 0.2 0.1 0.1
H 1.860 3.571 0.915 -1.5 -0.6 0.7
H -0.294 3.912 -2.353 0.1 0.2 0.1
H 0.411 2.495 -2.868 0.5 -0.8 0.8
C -0.652 -4.260 -4.968 -0.8 0.3 0.5
C -1.965 -3.512 -4.695 0.5 -1.0 1.4
C -2.680 -3.927 -3.394 -2.4 -1.2 -0.2
O -2.609 -2.828 -2.488 -0.3 -0.9 1.4
C -1.940 -1.845 -3.013 0.9 -0.1 -1.5
O -1.619 -0.823 -2.466 0.0 -0.1 0.2
O -1.587 -2.202 -4.272 0.4 2.1 -0.9
H -0.746 -5.160 -5.573 -0.3 -0.1 0.2
H -0.354 -4.494 -3.946 1.1 -0.2 -0.4
H 0.003 -3.581 -5.511 0.2 0.0 0.3
H -2.619 -3.622 -5.559 -0.2 1.1 0.1
H -2.433 -4.874 -2.913 1.0 0.3 0.1
H -3.755 -4.080 -3.518 0.0 0.2 -0.5
```
Positions in Å, forces in eV/Å.

The total energy comes out at -62059.3148 eV. The spin multiplicity is 1. As for the net charge: +1.

natural (NBO) population analysis, charges in e, atoms 1 to 2: 0.941, -0.621